{"formula": "C3H6O2", "method": "ωB97M-V/def2-TZVPD", "energy_ha": -268.3602, "orbital_gap_ev": 11.1121, "de_lowest_kj_mol": 118.1, "lumo_ev": 0.70, "smiles": "C[C@@H](O)C=O", "elements": ["C", "C", "O", "C", "O", "H", "H", "H", "H", "H", "H"], "positions_angstrom": [[1.305, -0.371, 0.024], [0.003, 0.398, 0.273], [-0.150, 1.359, -0.734], [-1.321, -0.443, 0.231], [-2.141, -0.107, -0.598], [2.116, 0.357, -0.106], [1.568, -1.031, 0.856], [1.240, -0.952, -0.901], [0.089, 0.912, 1.248], [-1.029, 1.175, -1.122], [-1.681, -1.297, 0.828]]}

{"formula": "C3H6O2", "method": "ωB97M-V/def2-TZVPD", "energy_ha": -268.3191, "orbital_gap_ev": 10.5198, "de_lowest_kj_mol": 226.0, "lumo_ev": 0.90, "smiles": "O[C@@H]1C[C@@H]1O", "elements": ["O", "C", "C", "C", "O", "H", "H", "H", "H", "H", "H"], "positions_angstrom": [[-1.572, 0.065, 0.703], [-0.812, -0.268, -0.438], [0.417, -1.016, -0.020], [0.521, 0.417, -0.489], [0.668, 1.429, 0.476], [-1.137, 0.861, 1.063], [-1.416, -0.491, -1.311], [0.096, -1.039, 1.057], [0.869, -1.817, -0.629], [0.961, 0.676, -1.458], [1.406, 1.183, 1.047]]}

{"formula": "C3H6O2", "method": "ωB97M-V/def2-TZVPD", "energy_ha": -268.3111, "orbital_gap_ev": 10.7656, "de_lowest_kj_mol": 247.1, "lumo_ev": 0.77, "smiles": "C=CC(O)O", "elements": ["C", "C", "C", "O", "O", "H", "H", "H", "H", "H", "H"], "positions_angstrom": [[1.796, -0.129, -0.173], [0.611, -0.030, 0.375], [-0.598, -0.080, -0.467], [-1.534, -1.055, -0.092], [-1.260, 1.386, 0.050], [2.744, -0.249, 0.402], [1.989, 0.003, -1.232], [0.384, 0.283, 1.444], [-0.441, 0.062, -1.512], [-1.540, -1.237, 0.890], [-2.152, 1.045, 0.314]]}

{"formula": "C3H6O2", "method": "ωB97M-V/def2-TZVPD", "energy_ha": -268.3553, "orbital_gap_ev": 11.7879, "de_lowest_kj_mol": 131.0, "lumo_ev": 0.99, "smiles": "CCOC=O", "elements": ["C", "C", "O", "C", "O", "H", "H", "H", "H", "H", "H"], "positions_angstrom": [[0.385, -0.998, -1.090], [-0.075, 0.350, -0.588], [0.621, 0.682, 0.670], [-0.238, 0.795, 1.808], [-1.504, 0.604, 1.778], [0.160, -1.200, -2.133], [1.452, -0.852, -1.009], [-0.016, -1.845, -0.418], [-1.159, 0.208, -0.499], [0.102, 1.179, -1.217], [0.271, 1.077, 2.698]]}

{"formula": "C3H6O2", "method": "ωB97M-V/def2-TZVPD", "energy_ha": -268.2793, "orbital_gap_ev": 9.9463, "de_lowest_kj_mol": 330.7, "lumo_ev": 0.09, "smiles": "CC=O.C=O", "elements": ["C", "C", "O", "H", "H", "H", "H", "C", "O", "H", "H"], "positions_angstrom": [[-1.643, -0.064, 0.120], [-0.189, -0.344, 0.368], [0.510, 0.453, 1.091], [-1.804, 1.003, -0.043], [-2.017, -0.648, -0.723], [-2.203, -0.359, 1.012], [0.075, -1.414, 0.380], [1.861, 0.353, -0.454], [2.766, -0.429, -0.399], [1.872, 1.442, -0.367], [0.773, 0.008, -0.985]]}

{"formula": "C3H6O2", "method": "ωB97M-V/def2-TZVPD", "energy_ha": -268.2147, "orbital_gap_ev": [8.3678, 8.3686], "de_lowest_kj_mol": 500.1, "lumo_ev": [-0.42, -0.42], "elements": ["C", "O", "C", "C", "O", "H", "H", "H", "H", "H", "H"], "positions_angstrom": [[-0.250, -1.314, -0.617], [0.738, -0.814, 0.074], [0.793, 0.475, 0.414], [-0.358, 1.165, 0.980], [-0.304, 2.286, 1.444], [-1.263, -0.947, -0.475], [-0.037, 0.061, -1.735], [-0.086, -2.344, -0.913], [0.274, 0.735, -1.364], [1.786, 0.776, 0.730], [-1.312, 0.592, 0.988]]}